1.
The following is a quantum chemistry calculation of a gas-phase ion, C9H14N3O (charge +1) at a distorted geometry, from OMol25.

```
27
Properties=species:S:1:pos:R:3:forces:R:3
C -4.003 1.112 0.175 -0.2 0.4 0.0
N -2.811 0.328 0.215 -0.2 -0.2 0.3
N -1.581 0.672 0.890 0.2 0.6 -0.1
C -0.978 -0.512 0.331 1.1 -1.6 1.7
C -0.029 -1.554 1.152 -1.6 2.1 -1.9
C 0.974 -1.265 0.332 0.0 -0.5 0.4
C 2.415 -1.465 0.120 0.2 0.1 0.1
C 3.066 -0.069 0.130 0.1 0.0 -0.2
C 2.381 0.850 -0.883 0.0 -0.1 0.2
C 0.905 1.040 -0.547 0.5 0.7 -0.1
N 0.266 -0.289 -0.518 -0.1 -0.1 -0.4
C -2.316 -0.743 -0.434 0.5 -0.2 0.0
O -2.665 -1.485 -1.297 -0.2 -0.1 -0.2
H -4.665 0.665 -0.564 0.0 0.0 0.0
H -4.493 1.117 1.150 0.0 0.0 -0.1
H -3.767 2.138 -0.115 0.0 0.0 0.0
H -1.672 0.713 1.904 -0.1 -0.4 -0.1
H -0.224 -2.192 1.985 0.1 -0.2 0.3
H 2.831 -2.112 0.891 -0.1 0.0 0.0
H 2.582 -1.938 -0.852 0.0 -0.1 0.0
H 2.994 0.358 1.131 0.0 0.0 0.0
H 4.123 -0.155 -0.119 0.0 0.0 0.1
H 2.859 1.829 -0.884 0.0 0.0 -0.1
H 2.487 0.429 -1.886 0.0 0.1 -0.1
H 0.789 1.479 0.446 -0.1 -0.1 -0.1
H 0.400 1.676 -1.275 -0.1 -0.1 0.1
H 0.132 -0.627 -1.477 -0.1 -0.1 0.1
```
Positions in Å, forces in eV/Å.

Calculated total energy, eV: -16068.8379
Net charge: +1
HOMO level, eV: -12.8
Kohn-Sham gap, eV: 9.9

Charges in e, computed with natural (NBO), in the same order as the atoms:
1 C -0.432
2 N -0.246
3 N -0.452
4 C 0.188
5 C -0.167
6 C 0.215
7 C -0.476
8 C -0.390
9 C -0.424
10 C -0.224
11 N -0.384
12 C 0.635
13 O -0.531
14 H 0.254
15 H 0.220
16 H 0.223
17 H 0.384
18 H 0.261
19 H 0.263
20 H 0.243
21 H 0.215
22 H 0.244
23 H 0.253
24 H 0.214
25 H 0.233
26 H 0.241
27 H 0.441

***

2.
The following is a quantum chemistry calculation of 2 unconnected molecules or ions with the total composition CH4FNO at a distorted geometry, from OMol25.

```
8
Properties=species:S:1:pos:R:3:forces:R:3
C 0.912 0.171 0.217 -0.9 -0.2 -0.4
N 0.027 -0.676 -0.580 -2.2 -1.0 2.4
O -1.642 -0.776 0.264 3.8 -0.9 -1.5
F -2.165 0.490 0.252 -0.4 1.3 0.0
H 0.573 -0.150 1.229 1.3 0.6 -0.2
H 1.932 -0.269 -0.143 -1.4 1.3 1.2
H 0.692 1.303 0.036 0.9 -2.0 0.5
H -0.328 -0.093 -1.275 -1.2 0.9 -1.9
```
Positions in Å, forces in eV/Å.

Calculated total energy, eV: -7350.0654
Net charge: 0
HOMO level (alpha / beta), eV: -10.8 / -10.8
Kohn-Sham gap (alpha / beta), eV: 10.3 / 10.3

Charges in e, computed with natural (NBO), in the same order as the atoms:
1 C -0.497
2 N -0.253
3 O -0.111
4 F -0.165
5 H 0.249
6 H 0.244
7 H 0.201
8 H 0.331

***

3.
The following is a quantum chemistry calculation of 2 unconnected molecules or ions with the total composition C3H6N2O at a distorted geometry, from OMol25.

```
12
Properties=species:S:1:pos:R:3:forces:R:3
N 1.977 0.419 0.463 0.0 -0.1 -0.2
C 1.603 0.298 -0.794 0.1 0.3 0.4
C -1.272 -0.872 -0.179 -0.1 -0.1 -0.3
O -0.944 -0.779 1.186 0.2 0.1 0.1
C -2.011 0.325 -0.648 -0.5 0.8 -0.3
N -2.551 1.289 -0.992 0.5 -0.9 0.3
H 2.294 -0.404 0.962 0.0 0.1 0.0
H 2.054 1.284 0.998 0.0 0.0 -0.2
H 1.346 1.320 -1.136 0.0 -0.1 0.0
H -0.376 -0.981 -0.809 -0.2 0.0 0.1
H -1.901 -1.757 -0.308 0.1 0.2 0.0
H -0.219 -0.143 1.257 -0.1 -0.1 0.1
```
Positions in Å, forces in eV/Å.

Calculated total energy, eV: -8232.8402
Net charge: 0
HOMO level, eV: -9.2
Kohn-Sham gap, eV: 9.7

Charges in e, computed with natural (NBO), in the same order as the atoms:
1 N -0.759
2 C -0.096
3 C -0.185
4 O -0.688
5 C 0.246
6 N -0.320
7 H 0.386
8 H 0.373
9 H 0.109
10 H 0.239
11 H 0.223
12 H 0.471

***

Asked for energy relative to the best compared isomer or geometry (same formula, charge and spin) across the records above, the calculation gives 0.9150 6.6065 3.8585 eV in order.